# 1
Density functional theory data (ωB97M-V/def2-TZVPD) for a 2-piece molecular cluster, C5H9NO3S overall.

Each line ends with the natural charge from an NBO analysis.
Cartesian coordinates (Å):
C: -0.41 2.05 -0.02  0.8986
C: -2.17 -0.03 1.12  -0.3225
C: -1.21 -0.79 0.64  -0.1636
C: -1.37 -1.20 -0.79  -0.6823
C: 2.46 -0.48 0.38  -0.8722
N: 0.41 1.19 0.05  -0.8530
O: -1.32 2.73 -0.03  -0.4649
O: 2.69 2.04 -0.44  -0.9074
O: 1.69 0.37 -1.99  -0.9031
S: 1.92 0.89 -0.68  2.3098
H: -2.18 0.31 2.15  0.1807
H: -2.82 0.40 0.35  0.1699
H: -0.42 -1.16 1.22  0.1701
H: -1.85 -0.48 -1.34  0.2073
H: -2.18 -1.99 -0.93  0.2213
H: -0.46 -1.64 -1.40  0.2324
H: 1.54 -1.20 0.32  0.2572
H: 3.37 -0.79 -0.07  0.2584
H: 2.30 -0.22 1.46  0.2635

For the energy relative to the best compared isomer or geometry (same formula, charge and spin), the calculation gives 186.11 kJ/mol. Its spin multiplicity is 3. Its LUMO energy (spin up / spin down) is 0.0209 / -0.0771 Eh. As for the HOMO energy (spin up / spin down): -5.36 / -11.19 eV. The electronic energy comes out at -874.337234 Eh.

***

# 2
Density functional theory data (ωB97M-V/def2-TZVPD) for one molecule with the formula C5H9NO4.

Each line ends with the natural charge from an NBO analysis.
Cartesian coordinates (Å):
C: 1.54 1.97 0.35  -0.4402
N: 0.58 1.21 -0.49  -0.6061
C: 0.24 -0.05 0.10  -0.1585
C: -1.07 -0.61 -0.59  -0.5170
C: -2.24 -0.18 0.11  0.7781
O: -2.42 0.27 1.23  -0.5706
O: -3.41 -0.48 -0.67  -0.7125
C: 1.30 -1.10 0.04  0.7744
O: 2.39 -0.94 -0.62  -0.6390
O: 1.06 -2.11 0.84  -0.6671
H: 2.52 1.19 0.40  0.1933
H: 1.86 2.96 -0.06  0.2180
H: 1.09 2.21 1.47  0.2084
H: 0.89 0.91 -1.33  0.3626
H: 0.21 0.03 1.08  0.2297
H: -1.01 -0.34 -1.80  0.2729
H: -1.21 -1.79 -0.51  0.2737
H: -4.13 -0.25 -0.19  0.4819
H: 1.82 -2.90 0.66  0.5180

The SMILES is CN[C@@H](CC(=O)O)C(=O)O. For the energy relative to the best compared isomer or geometry (same formula, charge and spin), the calculation gives 320.13 kJ/mol. Its LUMO energy is 0.0126 Eh. As for the HOMO energy: -9.30 eV. The electronic energy comes out at -551.567866 Eh.

***

# 3
Density functional theory data (ωB97M-V/def2-TZVPD) for one molecule with the formula C5H9NO4.

Each line ends with the natural charge from an NBO analysis.
Cartesian coordinates (Å):
N: 0.34 0.29 1.98  -0.8504
C: 1.02 0.09 0.72  -0.1681
C: 0.13 0.13 -0.55  -0.4061
C: -0.85 -1.02 -0.54  -0.5212
C: -1.81 -0.98 -1.76  0.8014
O: -2.00 -1.90 -2.51  -0.5823
O: -2.45 0.22 -1.79  -0.6859
C: 2.14 1.12 0.64  0.7679
O: 2.67 1.37 -0.41  -0.5824
O: 2.47 1.71 1.77  -0.6597
H: 0.01 -0.60 2.32  0.3756
H: -0.45 0.91 1.80  0.3695
H: 1.44 -0.92 0.72  0.2156
H: -0.41 1.09 -0.51  0.2161
H: 0.75 0.10 -1.46  0.2492
H: -0.49 -2.06 -0.57  0.2364
H: -1.53 -0.95 0.33  0.2205
H: -2.94 0.14 -2.62  0.4944
H: 1.96 1.25 2.47  0.5094

The SMILES is N[C@@H](CCC(=O)O)C(=O)O. For the energy relative to the best compared isomer or geometry (same formula, charge and spin), the calculation gives 33.65 kJ/mol. Its LUMO energy is 0.0155 Eh. As for the HOMO energy: -10.03 eV. The electronic energy comes out at -551.676980 Eh.

***

# 4
Density functional theory data (ωB97M-V/def2-TZVPD) for C5H9NO4 as an isolated structure.

Each line ends with the natural charge from an NBO analysis.
Cartesian coordinates (Å):
C: 2.23 -3.73 -2.45  -0.6406
C: 2.15 -3.53 -0.95  0.1383
C: 1.97 -4.86 -0.17  -0.2324
N: 3.33 -4.98 0.33  -0.8646
C: 3.49 -3.12 -0.30  0.8157
O: 4.53 -2.83 -0.85  -0.5373
O: 1.10 -2.65 -0.51  -0.5101
C: 1.01 -1.42 -1.03  0.6411
O: 0.13 -0.68 -0.69  -0.5389
H: 2.93 -4.55 -2.64  0.2419
H: 1.23 -4.00 -2.83  0.2345
H: 2.58 -2.83 -2.97  0.2319
H: 1.24 -4.75 0.64  0.2074
H: 1.68 -5.68 -0.84  0.2064
H: 3.75 -5.90 0.40  0.3961
H: 1.81 -1.14 -1.73  0.1145
H: 3.38 -4.29 1.47  0.4801
O: 3.42 -2.70 1.46  -0.8560
H: 2.54 -2.33 1.57  0.4721

For the energy relative to the best compared isomer or geometry (same formula, charge and spin), the calculation gives 414.34 kJ/mol. Its LUMO energy is 0.0220 Eh. As for the HOMO energy: -9.87 eV. The electronic energy comes out at -551.531983 Eh.

***

# 5
Density functional theory data (ωB97M-V/def2-TZVPD) for a 3-piece molecular cluster, C5H9NO4 overall.

Each line ends with the natural charge from an NBO analysis.
Cartesian coordinates (Å):
C: -0.29 -0.89 -0.51  0.2681
C: 1.20 -0.89 -0.65  0.1524
C: 3.20 -0.33 0.72  -0.6139
C: 1.74 -0.65 0.70  -0.4230
C: -2.69 1.52 0.52  0.9862
N: -1.35 -0.96 -0.05  -0.4076
O: 1.86 -1.14 -1.63  -0.1282
O: -3.52 0.55 0.10  -0.7410
O: -1.64 1.28 1.08  -0.6308
O: -3.16 2.79 0.25  -0.6834
H: -0.89 -0.95 -2.22  0.0037
H: 3.40 0.68 0.36  0.2237
H: 3.79 -0.96 0.08  0.2164
H: 3.42 -0.40 1.85  0.2305
H: 1.27 -1.47 1.32  0.2434
H: 1.20 0.19 1.21  0.2616
H: -3.03 -0.37 0.16  0.5430
H: -0.61 -0.72 -2.90  0.0031
H: -3.90 2.71 -0.38  0.4956

For the energy relative to the best compared isomer or geometry (same formula, charge and spin), the calculation gives 88.73 kJ/mol. Its spin multiplicity is 3. Its LUMO energy (spin up / spin down) is 0.0265 / -0.1433 Eh. As for the HOMO energy (spin up / spin down): -7.38 / -10.40 eV. The electronic energy comes out at -551.428596 Eh.

***

# 6
Density functional theory data (ωB97M-V/def2-TZVPD) for one molecule with the formula C5H9NO6.

Each line ends with the natural charge from an NBO analysis.
Cartesian coordinates (Å):
C: -0.85 -1.49 -0.47  -0.6595
C: -0.79 -0.01 -0.25  0.3317
O: -2.02 0.54 -0.12  -0.6947
C: 0.16 0.90 -1.04  0.5595
O: -0.43 1.91 -1.73  -0.6856
O: 0.97 0.27 -2.01  -0.7093
N: 0.81 1.28 0.21  -0.6328
C: 0.46 0.23 1.11  0.2192
O: 1.31 -0.87 0.84  -0.7728
C: 0.62 0.44 2.68  0.7686
O: 1.07 -0.40 3.42  -0.5742
O: 0.02 1.63 3.06  -0.6766
H: -0.54 -1.98 0.52  0.2277
H: 0.04 -1.80 -1.16  0.2327
H: -1.76 -1.81 -0.95  0.2354
H: -1.98 1.52 0.03  0.5004
H: -1.13 1.51 -2.24  0.4826
H: 1.59 -0.31 -1.46  0.4844
H: 1.81 1.52 0.15  0.3741
H: 1.21 -1.68 1.41  0.5003
H: 0.03 1.74 3.97  0.4889

The SMILES is C[C@]1(O)C(O)(O)N[C@@]1(O)C(=O)O. For the energy relative to the best compared isomer or geometry (same formula, charge and spin), the calculation gives 116.15 kJ/mol. Its LUMO energy is 0.0190 Eh. As for the HOMO energy: -9.27 eV. The electronic energy comes out at -702.056655 Eh.